Entry 1:
This record from OMol25 describes a cluster of 6 separate species, CH14O6 in total at a distorted geometry. The level of theory is wB97M-V/def2-TZVPD.

Computed properties:
energy above the lowest of the compared OMol25 structures with the same formula, charge and spin = 13.4 kcal per mole
2S+1 = 1
SMILES = CO.O.O.O.O.O
LUMO level = 0.54 eV

Each line ends with the natural charge from an NBO analysis.
Positions of all 21 atoms, in Å:
C  1.9747  -0.7915  1.0538  -0.274
O  2.0825  -0.5090  -0.3825  -0.779
H  2.0791  -1.8533  1.2756  0.186
H  2.8225  -0.2243  1.4355  0.195
H  0.9358  -0.5349  1.2907  0.193
H  1.6522  -1.2595  -0.8196  0.513
O  -2.4392  -1.5171  -1.2584  -0.980
H  -2.5522  -0.8577  -1.9479  0.471
H  -2.5142  -1.0427  -0.4154  0.506
O  -1.9301  0.3666  1.0536  -1.035
H  -1.2596  1.1080  1.2364  0.508
H  -2.8434  0.6434  1.1220  0.467
O  -0.4759  2.4027  1.5742  -0.959
H  -0.9310  3.2298  1.3764  0.478
H  0.2049  2.3350  0.8625  0.515
O  0.1431  -2.1675  -1.4458  -0.980
H  -0.6845  -2.6583  -1.3777  0.508
H  -0.1475  -1.2495  -1.5502  0.482
O  1.1541  1.8997  -0.4844  -1.006
H  1.6295  2.3353  -1.2106  0.483
H  1.6371  1.0382  -0.3524  0.508

=====

Entry 2:
This record from OMol25 describes a structure of composition C3H2ErO2 at a distorted geometry. The level of theory is wB97M-V/def2-TZVPD.

Computed properties:
⟨S²⟩ = 3.754
charge = +3
energy above the lowest of the compared OMol25 structures with the same formula, charge and spin = 28.5 kcal per mole
2S+1 = 4
LUMO level (alpha / beta) = -17.41 / -18.36 eV

Each line ends with the Mulliken spin population.
Positions of all 8 atoms, in Å:
O  -1.1645  -0.0402  -0.0425  0.003
O  0.8391  0.5455  0.2975  0.005
C  -0.3908  -1.0808  -0.4928  -0.006
C  0.8904  -0.6977  -0.3113  -0.004
C  -0.3999  0.8556  0.5308  -0.025
H  1.8094  -1.2643  -0.1984  0.000
Er  -1.1716  3.0431  1.8191  3.027
H  -0.4121  -1.3612  -1.6024  0.000

=====

Entry 3:
This record from OMol25 describes a cluster of 3 separate species, C18H43FN3O10P in total at a distorted geometry. The level of theory is wB97M-V/def2-TZVPD.

Computed properties:
2S+1 = 1
SMILES = C[C@@H](F)OC(=O)N(CCCO)P(=O)(O)O.COCCNCCOC.COCCNCCOC
LUMO level = 0.38 eV

Each line ends with the Mulliken charge.
Positions of all 76 atoms, in Å:
C  -0.3858  1.5492  1.4101  -1.307
C  -1.2618  1.7514  0.2095  0.627
F  -0.7951  0.9572  -0.7894  -0.188
O  -2.5852  1.3308  0.3895  -0.248
C  -3.2980  2.0855  1.2693  0.000
O  -3.3037  1.8817  2.4724  -0.533
N  -4.0240  3.1463  0.6379  0.954
C  -4.0448  4.3814  1.4511  -0.741
C  -2.6640  5.0230  1.5313  -0.085
C  -2.3002  5.7082  0.2362  -0.591
O  -1.0057  6.2793  0.3005  -0.544
P  -5.5113  2.6619  0.0736  0.514
O  -5.4343  1.4467  -0.7379  -0.659
O  -6.4511  2.4797  1.3232  -0.499
O  -6.0841  3.8816  -0.7374  -0.532
H  -0.5579  2.3272  2.1398  0.402
H  0.6469  1.5769  1.1055  0.581
H  -0.5906  0.5877  1.8534  0.208
H  -1.1953  2.7752  -0.1586  -0.118
H  -4.6850  5.0912  0.9472  0.462
H  -4.4080  4.2098  2.4563  0.369
H  -1.9265  4.2604  1.7509  -0.106
H  -2.7065  5.7537  2.3238  0.343
H  -2.9858  6.5165  0.0247  0.372
H  -2.3840  4.9982  -0.5831  0.301
H  -0.3859  5.5656  0.4439  0.331
H  -7.0556  1.7710  1.0858  0.345
H  -6.0083  3.6324  -1.6629  0.354
C  -0.1945  -4.6232  -6.3651  -0.696
O  -1.1991  -3.7237  -5.9417  -0.341
C  -1.5636  -3.8418  -4.5720  -0.843
C  -1.0682  -2.6676  -3.7545  -0.124
N  0.3829  -2.6858  -3.6091  -0.346
C  0.9617  -1.4574  -3.0664  -0.635
C  0.7476  -0.1447  -3.8135  -0.369
O  1.4340  -0.0416  -5.0478  -0.462
C  0.8069  -0.6690  -6.1496  -0.543
H  -0.1707  -4.5969  -7.4534  0.234
H  0.7967  -4.3380  -5.9959  0.289
H  -0.4153  -5.6453  -6.0456  0.333
H  -1.2197  -4.7909  -4.1509  0.419
H  -2.6563  -3.8401  -4.5377  0.388
H  -1.5214  -2.7085  -2.7599  0.356
H  -1.4233  -1.7544  -4.2485  0.164
H  0.8029  -2.8653  -4.5097  0.114
H  2.0399  -1.6207  -2.9960  0.352
H  0.5928  -1.3312  -2.0434  0.313
H  1.1652  0.6462  -3.1861  0.289
H  -0.3138  0.0981  -3.9415  0.343
H  -0.2824  -0.6122  -6.0871  0.267
H  1.1159  -1.7137  -6.2438  0.174
H  1.1301  -0.1507  -7.0526  0.298
C  1.0988  -1.7442  2.3178  -0.722
O  1.7916  -0.6108  2.8100  -0.291
C  1.6557  -0.4108  4.2119  -0.825
C  2.9371  -0.7321  4.9522  -0.249
N  3.2158  -2.1626  4.9520  -0.314
C  4.5549  -2.5314  5.4091  -0.706
C  5.7682  -1.9889  4.6590  -0.459
O  5.9526  -2.5197  3.3612  -0.433
C  5.1713  -1.9289  2.3403  -0.490
H  1.0697  -1.6695  1.2314  0.104
H  1.6048  -2.6793  2.5781  0.351
H  0.0713  -1.7765  2.6913  0.385
H  0.8113  -0.9776  4.6138  0.431
H  1.4406  0.6520  4.3570  0.384
H  2.8448  -0.3928  5.9882  0.398
H  3.7403  -0.1532  4.4780  0.174
H  3.0879  -2.5239  4.0178  0.084
H  4.6114  -3.6216  5.3751  0.376
H  4.6451  -2.2439  6.4617  0.395
H  6.6523  -2.2968  5.2225  0.349
H  5.7904  -0.8926  4.6303  0.343
H  5.0168  -0.8605  2.5101  0.260
H  4.2043  -2.4290  2.2370  0.143
H  5.7063  -2.0567  1.3994  0.325

=====

Entry 4:
This record from OMol25 describes a cluster of 3 separate species, C12H29INO9PS2 in total at a distorted geometry. The level of theory is wB97M-V/def2-TZVPD.

Computed properties:
energy above the lowest of the compared OMol25 structures with the same formula, charge and spin = 87.7 kcal per mole
2S+1 = 1
SMILES = CC[C@H](I)[C@H](OC(N)=O)P(C)O.CCOS(C)(=O)=O.CCOS(C)(=O)=O
LUMO level = 0.28 eV

Each line ends with the natural charge from an NBO analysis.
Positions of all 55 atoms, in Å:
C  -4.3673  -1.6243  -0.2493  -0.660
C  -3.0363  -1.2580  0.6105  -0.441
C  -2.6563  -2.3239  1.8246  -0.380
I  -1.2138  -3.7240  0.9876  0.125
C  -3.9041  -2.9131  2.6576  -0.280
O  -3.6944  -2.5830  4.1078  -0.576
C  -4.1839  -1.1894  4.3183  0.883
N  -3.1449  -0.0756  4.4017  -0.856
O  -5.4721  -0.8602  4.4560  -0.541
P  -4.2791  -4.7679  2.5856  1.021
C  -4.4247  -5.4216  0.7542  -0.975
O  -2.9204  -5.6879  3.2764  -0.966
H  -5.0724  -0.6612  -0.2125  0.224
H  -5.0199  -2.5085  0.1458  0.213
H  -4.1518  -1.7992  -1.4006  0.231
H  -3.1161  -0.1778  1.0558  0.206
H  -2.1147  -1.2399  -0.1464  0.242
H  -2.0283  -1.6542  2.5918  0.241
H  -4.9168  -2.3434  2.3814  0.258
H  -2.1827  -0.4837  4.5899  0.381
H  -3.0750  0.3094  3.4317  0.392
H  -3.4634  -6.1095  0.5868  0.262
H  -4.3466  -4.5697  -0.0421  0.246
H  -5.3564  -6.1273  0.6336  0.254
H  -2.5816  -5.1759  4.0701  0.493
C  2.7884  1.1994  -0.5266  -0.639
C  3.7798  0.2598  0.1334  -0.079
O  3.5327  0.1417  1.5268  -0.714
S  2.3165  -0.8210  2.0269  2.349
C  2.7728  -0.8810  3.7415  -0.878
O  2.4936  -2.1388  1.4563  -0.920
O  1.0704  -0.0935  1.9101  -0.930
H  1.7803  0.7740  -0.5205  0.220
H  3.0690  1.3894  -1.5665  0.226
H  2.7401  2.1526  0.0096  0.218
H  3.7754  -0.7236  -0.3489  0.193
H  4.7894  0.6691  0.0215  0.194
H  3.7416  -1.3753  3.8323  0.254
H  2.0094  -1.4512  4.2746  0.253
H  2.8170  0.1376  4.1317  0.253
C  2.5274  6.3993  -3.7246  -0.640
C  2.3521  5.5866  -4.9935  -0.079
O  3.3637  4.5979  -5.1191  -0.713
S  3.2315  3.2280  -4.2464  2.346
C  4.4685  2.2941  -5.1119  -0.878
O  1.9392  2.6294  -4.5018  -0.921
O  3.7080  3.4850  -2.9038  -0.925
H  2.3429  5.7864  -2.8370  0.224
H  1.8296  7.2413  -3.7051  0.217
H  3.5501  6.7817  -3.6461  0.217
H  1.3558  5.1342  -5.0400  0.197
H  2.4452  6.2508  -5.8592  0.195
H  4.1436  2.1478  -6.1434  0.254
H  4.5751  1.3294  -4.6118  0.254
H  5.4137  2.8391  -5.0747  0.255